{
  "formula": "C25H25N3O5",
  "method": "ωB97M-V/def2-TZVPD",
  "smiles": "Cc1ccc([C@@H]2[C@@H]3C(=O)N(c4ccccc4)C(=O)[C@@H]3[C@]3(C)C(=O)N(CC4CC4)CC(=O)N23)o1",
  "charge": 0,
  "e_homo_ev": -8.1,
  "orbital_gap_ha": 0.31788,
  "e_lumo_ev": 0.54,
  "symbols": ["C", "C", "C", "C", "C", "C", "C", "C", "O", "N", "C", "C", "C", "C", "C", "C", "C", "O", "C", "C", "C", "C", "O", "N", "C", "C", "C", "C", "C", "C", "O", "N", "O", "H", "H", "H", "H", "H", "H", "H", "H", "H", "H", "H", "H", "H", "H", "H", "H", "H", "H", "H", "H", "H", "H", "H", "H", "H"],
  "positions_angstrom": [[4.198119, 0.942616, -0.693834], [3.018763, 1.774888, -1.045524], [2.906610, 2.925168, -1.765495], [1.533400, 3.268853, -1.763057], [0.904608, 2.300479, -1.043075], [-0.528914, 2.148703, -0.662431], [-0.782199, 2.270927, 0.876001], [0.531771, 2.280898, 1.639037], [1.234721, 3.227963, 1.855279], [0.786290, 0.974613, 2.018754], [2.027258, 0.561328, 2.572477], [2.669202, -0.562620, 2.071248], [3.879385, -0.953257, 2.616579], [4.452148, -0.223276, 3.644409], [3.809183, 0.901146, 4.134055], [2.592861, 1.295706, 3.605992], [-0.236392, 0.098771, 1.693493], [-0.171396, -1.096090, 1.756477], [-1.430496, 0.946762, 1.256784], [-2.060095, 0.416584, -0.039204], [-3.416130, 1.080946, -0.317965], [-2.301793, -1.093328, 0.062394], [-2.921961, -1.541646, 1.002721], [-1.818887, -1.835386, -0.949322], [-1.921200, -3.278251, -0.838712], [-3.183203, -3.891840, -1.423165], [-3.536262, -3.772271, -2.876169], [-4.354058, -3.058371, -1.842542], [-1.321953, -1.264216, -2.175784], [-0.648966, 0.099809, -2.053918], [0.155354, 0.475991, -2.877820], [-1.070471, 0.832573, -1.010918], [1.802981, 1.391339, -0.597029], [5.074475, 1.318117, -1.212938], [4.379119, 0.971465, 0.380805], [4.027701, -0.093920, -0.979914], [3.700146, 3.462767, -2.241864], [1.077400, 4.113500, -2.236541], [-1.089455, 2.925587, -1.197045], [-1.361011, 3.164314, 1.106293], [2.224089, -1.122167, 1.265295], [4.379479, -1.828646, 2.230151], [5.399142, -0.529695, 4.062805], [4.252674, 1.473663, 4.934598], [2.089845, 2.170812, 3.984647], [-2.150799, 0.998318, 2.073903], [-4.149455, 0.705561, 0.391398], [-3.350681, 2.161863, -0.227117], [-3.746764, 0.836732, -1.325666], [-1.897692, -3.496338, 0.232585], [-1.037227, -3.721366, -1.308430], [-3.413509, -4.840907, -0.955283], [-3.969809, -4.631684, -3.365307], [-2.896119, -3.194326, -3.523859], [-5.345742, -3.423067, -1.624924], [-4.271303, -1.985057, -1.767801], [-0.587683, -1.943406, -2.618069], [-2.135101, -1.137631, -2.907456]],
  "atomic_forces_ev_per_a": [[-0.3, 0.0, 0.1], [0.7, 0.5, -0.5], [0.1, -0.5, 0.3], [-0.5, -0.5, 0.5], [-0.1, 1.0, -0.7], [0.4, 0.1, -0.3], [-0.1, 0.1, 0.0], [-0.4, 0.3, 0.0], [0.0, 0.1, 0.0], [0.3, -0.2, 0.4], [0.2, -0.1, 0.1], [-0.1, 0.0, 0.0], [0.0, 0.0, 0.0], [0.1, 0.0, 0.0], [0.0, 0.0, 0.0], [-0.1, 0.0, 0.0], [-0.2, 0.1, 0.0], [0.1, -0.1, 0.0], [-0.3, -0.2, -0.2], [-0.4, -0.2, 0.4], [0.1, -0.2, 0.2], [0.1, 0.4, -0.2], [-0.2, 0.0, 0.2], [0.2, -0.3, 0.0], [-0.2, -0.2, 0.2], [0.1, 0.0, 0.1], [0.0, -0.1, -0.1], [-0.1, 0.0, 0.1], [0.1, 0.2, -0.4], [-0.2, -0.5, -0.2], [0.0, -0.1, -0.3], [0.1, 0.2, 0.5], [-0.2, -0.3, 0.1], [0.0, 0.0, 0.0], [0.1, 0.0, 0.0], [0.1, -0.1, 0.0], [0.2, 0.0, -0.1], [-0.2, 0.2, -0.1], [0.2, 0.0, 0.1], [0.1, -0.1, 0.0], [0.0, 0.0, -0.1], [0.0, -0.1, 0.0], [0.1, 0.0, 0.0], [0.0, 0.1, 0.1], [0.0, 0.1, 0.0], [0.0, 0.0, 0.0], [-0.1, 0.0, 0.1], [0.0, 0.2, 0.0], [0.0, 0.0, -0.1], [0.1, 0.0, -0.2], [0.0, 0.1, 0.1], [-0.1, 0.0, -0.1], [0.0, -0.1, 0.0], [0.1, 0.1, 0.0], [-0.1, -0.1, 0.0], [0.1, 0.1, 0.0], [-0.1, 0.1, 0.1], [0.1, 0.0, 0.0]]
}

{
  "formula": "C3H5CaO3",
  "method": "ωB97M-V/def2-TZVPD",
  "charge": 1,
  "e_homo_ev": [-9.5, -11.3],
  "orbital_gap_ha": [0.14026, 0.20797],
  "e_lumo_ev": [-5.66, -5.68],
  "symbols": ["H", "O", "C", "C", "O", "O", "C", "H", "H", "H", "H", "Ca"],
  "positions_angstrom": [[-1.461087, -0.932928, -2.646267], [-1.011096, 0.740500, -0.161083], [-0.172474, 0.287017, -1.010727], [-0.659862, -0.234140, 1.281563], [-0.262087, 0.292966, -2.256213], [1.036255, 0.276413, -0.476330], [0.799597, -0.430134, 1.097690], [-1.272943, -1.137826, 1.232141], [-0.966593, 0.355319, 2.148636], [1.154059, -1.445151, 0.904655], [1.441603, 0.127682, 1.783518], [1.374631, 2.100287, -1.897584]],
  "atomic_forces_ev_per_a": [[-0.5, -0.6, -0.3], [-2.1, -1.4, 0.2], [0.3, 3.4, 0.3], [1.3, -0.7, 0.8], [0.4, 0.5, -0.3], [2.3, -0.5, -0.4], [-1.1, -0.5, 1.4], [0.1, 0.4, -0.6], [0.1, 0.4, -0.7], [-0.2, 0.4, 0.0], [-0.1, 0.0, -0.5], [-0.7, -1.4, 0.1]]
}

{
  "formula": "C17H22BrNO8",
  "method": "ωB97M-V/def2-TZVPD",
  "charge": -2,
  "e_homo_ev": 0.4,
  "orbital_gap_ha": 0.12339,
  "e_lumo_ev": 3.73,
  "symbols": ["C", "C", "O", "N", "C", "C", "C", "C", "C", "O", "C", "O", "O", "C", "C", "C", "Br", "H", "H", "H", "H", "H", "H", "H", "H", "H", "H", "H", "H", "H", "H", "H", "H", "H", "H", "H", "H", "C", "C", "C", "O", "C", "C", "C", "O", "O", "O", "H", "H"],
  "positions_angstrom": [[5.391952, -0.160687, 0.006987], [4.067918, -0.648786, -0.555502], [3.763022, -1.751553, -0.333243], [3.228422, 0.147466, -1.375807], [3.339380, -0.188253, -2.786234], [3.306410, 1.582287, -1.123802], [2.381022, 2.001408, 0.019126], [0.935728, 1.559118, -0.302686], [-0.076978, 2.676157, -0.048181], [-1.116503, 2.797996, -1.038325], [-1.748261, 1.627042, -1.295683], [-2.541471, 1.190052, -0.581066], [-1.438228, 1.114718, -2.488206], [-1.897772, -0.241383, -2.608308], [-1.015987, -1.265263, -1.898793], [-1.834725, -2.269688, -1.055531], [-0.651669, -2.978566, 0.320820], [5.513487, -0.643761, 0.967334], [6.201912, -0.531589, -0.607886], [5.462117, 0.904682, 0.185184], [3.303649, -1.259710, -2.920445], [4.214897, 0.253324, -3.277033], [2.463635, 0.210715, -3.293923], [4.320374, 1.968953, -0.998480], [2.906789, 2.076092, -2.008620], [2.733541, 1.484267, 0.912556], [2.451903, 3.070504, 0.200716], [0.702729, 0.748110, 0.375933], [0.917411, 1.247234, -1.338633], [0.433865, 3.633680, -0.037013], [-0.538433, 2.555497, 0.933269], [-2.939782, -0.334270, -2.332753], [-1.855535, -0.470803, -3.668813], [-0.456019, -1.852720, -2.624184], [-0.286305, -0.828620, -1.236170], [-2.651120, -1.731494, -0.595047], [-2.191184, -3.068763, -1.686693], [-4.479596, -1.390849, 4.489912], [-4.825258, -2.097509, 3.342318], [-3.976904, -1.747874, 2.096486], [-4.107936, -2.340087, 1.008664], [-3.012793, -0.697218, 2.208878], [-2.672544, 0.021623, 3.347039], [-3.447346, -0.397589, 4.622808], [-3.201335, 0.101004, 5.731023], [-1.822655, 0.940427, 3.431205], [-5.724630, -2.962344, 3.228482], [-5.021398, -1.586126, 5.412253], [-2.507798, -0.466852, 1.276068]],
  "atomic_forces_ev_per_a": [[-0.3, 0.4, 0.6], [0.5, 2.4, -0.4], [-0.8, -3.8, 0.4], [1.1, 0.8, 0.2], [-0.7, 0.1, -0.1], [-0.7, 0.7, -0.4], [0.2, -0.9, -0.1], [0.3, 0.7, 0.7], [-0.1, 0.1, 0.5], [1.0, 0.1, -0.9], [1.2, 1.8, -1.1], [-2.6, -1.8, 2.4], [0.6, -0.2, -0.4], [0.2, -0.6, -0.9], [-0.4, -0.8, 0.3], [0.7, 1.1, -0.5], [-0.4, -0.2, -0.2], [0.0, -0.2, 0.2], [0.1, 0.1, -0.4], [0.2, 0.1, -0.2], [0.2, -0.3, 0.0], [0.2, -0.1, 0.1], [-0.1, 0.1, -0.1], [0.1, -0.1, 0.0], [0.1, 0.0, -0.3], [-0.1, 0.2, 0.3], [0.1, 0.2, 0.0], [-0.3, -0.5, -0.3], [-0.3, -0.2, -0.2], [-0.1, 0.3, -0.3], [-0.1, -0.2, 0.0], [-0.2, 0.2, 0.4], [0.0, 0.3, -0.3], [0.3, 0.2, -0.2], [0.1, 0.6, 0.1], [-0.3, -0.4, 0.7], [-0.2, -0.4, 0.2], [0.2, 0.4, 0.5], [-0.1, -0.3, -0.5], [0.9, 0.8, -0.2], [-0.5, -0.4, 0.1], [-0.2, -0.4, -0.6], [0.1, 0.2, 0.6], [-0.9, -0.8, 0.2], [0.4, 0.4, -0.1], [0.0, -0.1, -0.2], [0.1, 0.1, 0.1], [-0.1, -0.1, 0.0], [0.1, 0.1, 0.1]]
}

{
  "formula": "C18H20N2O3",
  "method": "ωB97M-V/def2-TZVPD",
  "charge": 0,
  "e_homo_ev": -7.7,
  "orbital_gap_ha": 0.29883,
  "e_lumo_ev": 0.39,
  "symbols": ["C", "H", "O", "C", "C", "C", "C", "C", "C", "H", "N", "C", "C", "N", "C", "O", "C", "C", "C", "C", "C", "C", "O", "H", "H", "H", "H", "H", "C", "C", "H", "H", "H", "H", "H", "H", "H", "H", "H", "H", "H", "H", "H"],
  "positions_angstrom": [[-2.900505, -3.678271, -1.143430], [-1.754166, -3.521612, -1.520309], [-3.022690, -3.232759, 0.083736], [-2.921069, -2.060137, 0.466463], [-3.208143, -1.923793, 1.682378], [-3.121887, -0.546527, 2.349444], [-2.726868, 0.427663, 1.627233], [-2.390304, 0.308277, -0.003117], [-2.608157, -0.992051, -0.450163], [-2.353621, -1.264555, -1.410776], [-2.045802, 1.471142, -0.763135], [-1.090764, 1.076546, -1.891480], [0.214030, 1.790295, -1.778772], [0.394449, 2.411620, -0.243916], [1.246536, 1.772721, 0.480805], [1.187577, 2.122155, 1.900708], [2.250926, 0.622995, 0.164917], [3.208236, 0.361926, 0.968279], [4.335362, -0.451051, 0.465675], [5.302460, -0.954370, 1.344966], [5.917780, -1.963832, 0.318708], [5.093372, -1.939723, -0.569427], [4.162290, -1.083844, -0.609276], [5.252679, -2.576985, -1.439331], [6.850529, -2.344104, 0.387744], [5.722387, -0.654048, 2.190432], [3.372464, 0.695686, 1.854322], [2.109582, 0.482593, -0.881004], [-0.794748, 3.099371, 0.339980], [-1.996903, 2.630175, -0.357034], [-2.868127, 2.964324, 0.179657], [-2.235722, 3.204378, -1.480963], [-0.501806, 4.234916, 0.030145], [-0.751011, 2.876462, 1.290264], [1.065210, 1.482616, -2.089728], [0.012087, 3.097592, -2.176290], [-1.394029, 1.056227, -2.968536], [-0.617251, -0.015235, -1.371213], [-2.513901, 1.585186, 1.886690], [-3.378011, -0.109029, 3.431769], [-3.481921, -2.621337, 2.640223], [-3.747407, -3.056694, -1.672322], [-3.273133, -4.784924, -1.264319]],
  "atomic_forces_ev_per_a": [[-0.4, -0.6, -4.8], [-2.8, -0.5, 0.2], [-0.2, -7.3, 1.2], [1.1, 4.6, -3.6], [-2.2, 3.7, 13.0], [-1.4, -2.6, 2.1], [3.2, 7.5, -7.1], [-1.9, -0.9, 4.3], [0.8, 2.2, 1.9], [0.2, -0.5, -2.0], [0.5, -15.0, -4.5], [2.2, -3.6, 3.0], [-6.9, 10.9, 4.1], [-0.8, -3.1, -4.3], [1.1, -0.2, 10.9], [0.7, -1.7, -6.8], [-5.2, 4.9, -2.1], [3.0, -3.0, -5.0], [-1.4, 3.1, 8.8], [-0.6, -2.1, -8.2], [2.7, 3.5, 10.4], [-0.9, -5.8, -10.8], [-2.8, 0.3, -2.9], [-0.7, 0.4, -0.3], [2.3, -1.8, 0.2], [1.2, 1.4, 3.5], [0.2, 2.5, 5.6], [1.0, -1.5, -0.6], [3.7, 4.1, -6.3], [-2.1, 12.1, -1.1], [-0.5, 0.0, 0.5], [1.0, 0.0, 3.0], [-1.4, -2.2, 1.5], [0.1, -0.6, 5.2], [5.3, -2.3, -2.3], [0.9, -4.0, 0.0], [-0.5, -0.3, 1.2], [-1.9, 2.3, -2.4], [-0.8, -3.1, 0.2], [0.4, -2.3, -2.1], [0.7, 0.6, -3.6], [2.0, -1.1, -0.6], [1.2, 2.0, 0.6]]
}

Please write out number 2 again, unchanged.
{
  "formula": "C3H5CaO3",
  "method": "ωB97M-V/def2-TZVPD",
  "charge": 1,
  "e_homo_ev": [-9.5, -11.3],
  "orbital_gap_ha": [0.14026, 0.20797],
  "e_lumo_ev": [-5.66, -5.68],
  "symbols": ["H", "O", "C", "C", "O", "O", "C", "H", "H", "H", "H", "Ca"],
  "positions_angstrom": [[-1.461087, -0.932928, -2.646267], [-1.011096, 0.740500, -0.161083], [-0.172474, 0.287017, -1.010727], [-0.659862, -0.234140, 1.281563], [-0.262087, 0.292966, -2.256213], [1.036255, 0.276413, -0.476330], [0.799597, -0.430134, 1.097690], [-1.272943, -1.137826, 1.232141], [-0.966593, 0.355319, 2.148636], [1.154059, -1.445151, 0.904655], [1.441603, 0.127682, 1.783518], [1.374631, 2.100287, -1.897584]],
  "atomic_forces_ev_per_a": [[-0.5, -0.6, -0.3], [-2.1, -1.4, 0.2], [0.3, 3.4, 0.3], [1.3, -0.7, 0.8], [0.4, 0.5, -0.3], [2.3, -0.5, -0.4], [-1.1, -0.5, 1.4], [0.1, 0.4, -0.6], [0.1, 0.4, -0.7], [-0.2, 0.4, 0.0], [-0.1, 0.0, -0.5], [-0.7, -1.4, 0.1]]
}